(1)
C2H5BrNO | ωB97M-V/def2-TZVPD

Last column: natural (NBO) charge in e.
Element x y z (Å)
1 C -0.517 -1.542 -1.216  0.44
2 C -0.277 -0.181 -0.828  -0.40
3 N 0.172 -0.141 0.586  -0.72
4 O -0.623 -2.190 -2.164  -0.39
5 Br -1.412 -2.667 0.902  0.19
6 H -1.314 0.076 -0.752  0.27
7 H 0.365 0.474 -1.546  0.28
8 H -0.170 0.774 1.012  0.46
9 H 1.223 -0.285 0.598  0.46
10 H -0.271 -0.942 1.172  0.43

Summary:
- ΔE to the lowest compared entry with this formula, charge and spin (kJ/mol) = 0.00
- spin multiplicity = 3
- maximum force (eV/Å) = 2.65
- expectation value of S² = 2.005
- E_tot (Ha) = -2782.78720
- total charge = +1
- orbital gap (alpha / beta) (eV) = 7.3650 / 6.8363

(2)
C2H5BrO2P | ωB97M-V/def2-TZVPD

Last column: natural (NBO) charge in e.
Element x y z (Å)
1 C 0.468 -1.260 -0.403  -0.60
2 C 0.662 0.091 0.096  -0.72
3 O -1.767 0.377 1.439  -1.15
4 O -1.876 1.011 -1.073  -1.14
5 P -1.124 0.908 0.210  2.09
6 Br -0.310 3.008 0.673  -0.47
7 H 0.024 -1.746 0.326  0.20
8 H -0.101 -1.246 -1.250  0.21
9 H 1.502 -1.682 -0.666  0.17
10 H 1.537 0.627 -0.476  0.21
11 H 0.985 -0.088 1.125  0.21

Summary:
- ΔE to the lowest compared entry with this formula, charge and spin (kJ/mol) = 94.76
- maximum force (eV/Å) = 5.38
- E_tot (Ha) = -3145.19684
- total charge = -1
- orbital gap (eV) = 8.9876
- SMILES = CC[P@](=O)([O-])Br

Q: What is the formula in the first record?
A: C2H5BrNO

Q: Which value of maximum force does entry 1 give?
A: 2.65 eV/Å

Q: Among the records above, which one has the highest ΔE to the lowest compared entry with this formula, charge and spin?
A: C2H5BrO2P